[1]
Here is a 16-piece molecular cluster, C64H176N16O16 overall from the Open Molecules 2025 dataset. Energies are from ωB97M-V/def2-TZVPD.

Structure (ORCA input):
```
! RIJCOSX wB97M-V def2-TZVPD def2/J DEFGRID3
* xyz 0 1
C 17.92288 16.88739 26.17720
C 17.49589 17.92885 25.11984
C 18.66107 18.87059 24.78061
O 19.30397 19.58018 25.87134
C 18.41836 20.49078 26.55359
N 17.14588 17.34336 23.83624
H 17.11693 16.52523 26.85021
H 18.77375 17.24873 26.76636
H 18.27087 16.03401 25.59277
H 16.63590 18.55565 25.51617
H 18.27067 19.55636 23.99434
H 19.49184 18.27064 24.18278
H 17.78419 19.97464 27.27446
H 17.80876 21.05638 25.77825
H 19.00495 21.25101 27.00192
H 17.24204 16.33316 23.95458
H 16.22021 17.55850 23.47666
C 19.50409 15.53033 16.04737
C 19.04620 16.27954 17.30223
C 18.55134 17.67795 16.86675
O 19.62250 18.30554 16.08626
C 20.63376 18.93924 16.83163
N 17.98104 15.50893 17.98097
H 20.30828 16.17937 15.72550
H 18.73210 15.37964 15.31784
H 19.84217 14.50644 16.28795
H 19.91025 16.42890 17.94677
H 18.32723 18.34198 17.75210
H 17.66238 17.68626 16.23412
H 21.09488 19.61047 16.12155
H 21.37154 18.19283 17.20323
H 20.21054 19.62101 17.68124
H 18.18191 14.48994 18.14163
H 18.00944 15.93151 18.90666
C 11.36745 15.15934 18.24360
C 11.13186 13.75134 18.76066
C 10.07963 12.95250 17.98382
O 8.88331 13.71347 18.13142
C 8.11422 13.54631 16.95214
N 12.37043 13.05636 19.05739
H 11.89132 15.67521 19.00839
H 10.45639 15.57742 17.86813
H 12.11800 15.13091 17.41101
H 10.73742 13.90433 19.75098
H 10.07125 11.91828 18.38881
H 10.40925 12.93453 16.94943
H 8.78343 13.61114 16.08969
H 7.22137 14.16874 16.84720
H 7.69531 12.53489 16.98967
H 12.93904 12.79454 18.28166
H 12.30638 12.33616 19.73689
C 9.57734 13.30977 22.81444
C 10.04558 14.00806 24.08025
C 9.42601 13.51446 25.35960
O 10.13023 14.25834 26.32393
C 9.79254 14.07407 27.64924
N 11.52028 13.79222 24.21032
H 8.53815 13.62150 22.54444
H 9.59606 12.22214 22.85764
H 10.22408 13.67694 21.96745
H 9.89066 15.11234 23.99050
H 9.63562 12.43818 25.46552
H 8.31610 13.68556 25.41812
H 8.73091 14.10316 27.79193
H 10.23673 14.88323 28.25464
H 10.10556 13.18829 28.07497
H 11.94330 13.83771 23.23265
H 12.01690 14.56458 24.72988
C 13.81312 17.59161 25.18233
C 12.41426 17.61011 24.61003
C 11.39920 17.39918 25.72956
O 10.14675 17.24460 25.07213
C 9.04821 17.36319 25.93722
N 12.25815 18.87927 24.01367
H 14.55485 17.99808 24.48543
H 14.18088 16.60969 25.50374
H 13.96320 18.25036 26.03748
H 12.43066 16.82461 23.86253
H 11.34387 18.21366 26.44258
H 11.54260 16.49841 26.35244
H 9.05941 18.35068 26.44769
H 9.05158 16.59047 26.75133
H 8.15465 17.26635 25.35599
H 11.35594 19.25897 23.75852
H 12.68295 19.58171 24.57811
C 15.66570 14.20166 22.12293
C 14.68166 15.28046 21.66720
C 15.29038 15.70325 20.33448
O 14.49022 16.73083 19.66708
C 14.51689 16.65243 18.23479
N 13.35021 14.66912 21.56780
H 16.15651 13.87594 21.23745
H 15.16027 13.37772 22.62370
H 16.44975 14.57443 22.78893
H 14.73334 16.16530 22.34727
H 15.50499 14.82592 19.69949
H 16.23237 16.18826 20.55534
H 13.55679 16.99856 17.82689
H 14.44634 15.61752 17.95450
H 15.31011 17.23919 17.79863
H 13.42029 14.01058 20.81540
H 12.69075 15.39320 21.33560
C 13.06654 11.19055 22.47405
C 13.98638 10.21710 21.74705
C 15.32493 10.11235 22.49920
O 16.00384 8.95616 21.96238
C 17.31760 8.86147 22.54968
N 13.40659 8.89142 21.57637
H 12.21389 11.37915 21.84154
H 13.56745 12.09306 22.70772
H 12.72452 10.85662 23.49111
H 14.26796 10.54152 20.74144
H 15.15820 9.96941 23.56230
H 16.02420 10.95261 22.27504
H 17.30878 8.93970 23.62029
H 17.96501 9.61742 22.12684
H 17.71371 7.90973 22.26762
H 13.18648 8.50862 22.46018
H 14.13280 8.24631 21.17064
C 20.37040 12.48054 25.74518
C 20.33209 13.64094 24.75652
C 18.88826 13.95461 24.33186
O 18.25934 12.79336 23.76406
C 18.76311 12.45559 22.45910
N 20.94297 14.85229 25.30386
H 21.37178 12.24784 25.94777
H 19.76778 11.56628 25.48933
H 19.87807 12.85974 26.67133
H 20.85052 13.27695 23.84754
H 18.86545 14.84731 23.69204
H 18.39109 14.12841 25.29204
H 17.89024 12.15599 21.89140
H 19.36721 11.55778 22.60101
H 19.31795 13.24583 21.99585
H 21.95339 14.88231 25.21597
H 20.62963 14.99412 26.23362
C 12.45936 10.87191 13.59937
C 12.76629 11.80262 14.77474
C 14.15746 12.37128 14.64818
O 14.51379 13.18115 15.70302
C 15.77208 13.79882 15.30701
N 11.73767 12.84494 14.83474
H 12.92286 9.88857 13.79756
H 12.95747 11.20669 12.64243
H 11.37653 10.75224 13.52820
H 12.68433 11.18096 15.69913
H 14.08731 12.95243 13.67443
H 14.81109 11.52508 14.35752
H 16.49982 13.06444 14.88861
H 16.22145 14.30820 16.19486
H 15.51363 14.55264 14.51956
H 11.61014 13.26260 13.92765
H 12.18782 13.65847 15.27709
C 20.98255 15.53040 20.48316
C 20.26772 16.59625 21.32265
C 21.01940 17.93699 21.13508
O 22.20326 17.87295 21.82014
C 22.97509 19.05278 21.83096
N 18.85738 16.74692 21.03559
H 22.10527 15.75524 20.52433
H 20.62587 15.66337 19.43548
H 20.87887 14.47654 20.71598
H 20.36539 16.42284 22.39131
H 20.35267 18.79494 21.40439
H 21.24851 18.17505 20.09584
H 23.14217 19.36389 20.81704
H 23.94358 18.85538 22.18704
H 22.55211 19.89196 22.42130
H 18.39192 15.83810 21.11242
H 18.40561 17.32990 21.76738
C 15.09342 13.18302 25.24399
C 14.44274 12.68126 26.51406
C 13.82394 13.93692 27.33562
O 14.69420 15.05318 27.33791
C 14.24733 15.94126 28.31972
N 13.45395 11.59664 26.31460
H 15.54732 12.45696 24.55366
H 15.90500 13.91070 25.46898
H 14.35301 13.78806 24.64256
H 15.24429 12.20398 27.18276
H 13.65478 13.59778 28.39458
H 12.88330 14.22169 26.86454
H 14.19706 15.41367 29.23779
H 13.20773 16.31423 28.13324
H 14.97645 16.76266 28.34713
H 12.66524 12.08944 25.84065
H 13.17653 11.23762 27.22734
C 15.41220 20.82881 22.57118
C 15.37933 19.90860 21.34422
C 16.66813 19.64898 20.58104
O 17.03416 20.82653 19.94482
C 18.43692 20.93204 19.54377
N 14.84496 18.61243 21.79543
H 15.91538 21.76096 22.28964
H 15.93352 20.28244 23.34206
H 14.41768 21.04205 22.97403
H 14.69497 20.39462 20.64887
H 16.45851 18.84379 19.84717
H 17.41107 19.18964 21.19255
H 18.60651 21.83169 19.04926
H 18.73079 20.12810 18.93065
H 19.07371 20.93082 20.47158
H 13.94182 18.69460 22.27568
H 14.59207 18.03312 20.96393
C 10.55860 17.84553 15.32714
C 11.20516 16.64876 14.62020
C 10.64602 16.43734 13.20543
O 11.16155 17.44928 12.33694
C 10.91439 17.31390 10.94548
N 12.71540 16.74941 14.43909
H 10.54090 18.66219 14.60785
H 11.09836 18.14156 16.23023
H 9.49912 17.64876 15.54016
H 11.00725 15.78863 15.27406
H 9.52172 16.58750 13.23928
H 10.82153 15.46317 12.79947
H 10.92876 16.23440 10.75816
H 11.71325 17.78805 10.38630
H 9.97838 17.78069 10.67553
H 12.88613 17.37011 13.64242
H 13.09827 17.18267 15.26228
C 8.89328 16.73017 20.73969
C 9.82656 17.92199 20.93520
C 9.15694 19.00062 21.68745
O 10.00063 19.99371 22.24500
C 10.72174 20.72078 21.30366
N 11.06318 17.36342 21.62256
H 9.31580 15.90965 20.23610
H 7.94841 17.00985 20.24826
H 8.58507 16.36576 21.74577
H 10.06748 18.29306 19.91932
H 8.62927 18.65785 22.51720
H 8.33959 19.47551 21.10379
H 11.08500 21.61578 21.81182
H 10.07638 21.09860 20.48394
H 11.51064 20.10446 20.95250
H 10.74679 17.08435 22.57495
H 11.63555 18.22681 21.83485
C 13.02785 24.10720 19.29740
C 13.92422 22.90475 19.09035
C 13.29630 21.85500 18.16471
O 12.16475 21.30713 18.80920
C 11.59570 20.28273 17.99856
N 15.22362 23.26273 18.66578
H 13.33468 24.80694 20.03557
H 11.98779 23.77662 19.76731
H 12.87542 24.66695 18.35497
H 14.12597 22.37922 19.99866
H 14.09756 21.12007 18.09840
H 12.92694 22.30861 17.22653
H 11.51622 20.55242 16.91641
H 10.63083 19.97220 18.33980
H 12.28899 19.41232 18.11277
H 15.36316 23.79607 17.82294
H 15.98189 22.57644 18.88624
C 17.35397 9.05702 18.18743
C 17.50823 10.28410 17.22646
C 17.64971 11.48797 18.07517
O 16.66571 11.67677 19.06587
C 15.45020 12.23492 18.56456
N 18.64612 10.10815 16.29309
H 16.71925 9.35385 19.03291
H 18.32631 8.74183 18.51551
H 16.83272 8.18962 17.75649
H 16.61650 10.21810 16.62653
H 17.87023 12.38607 17.53042
H 18.57783 11.39900 18.69699
H 15.65657 13.13086 17.94236
H 14.90176 12.60594 19.43828
H 14.81836 11.49692 18.07618
H 18.65592 10.67733 15.43132
H 19.53565 10.01818 16.79742
*
```

Properties
Highest occupied orbital energy: -8.50 eV
ΔE to the lowest compared entry with this formula, charge and spin: 84.7 kcal/mol
DFT total energy: -4623.550004 Ha
Gap between HOMO and LUMO: 9.08 eV

=====

[2]
Here is C20H28F3O5STb as an isolated structure from the Open Molecules 2025 dataset. Energies are from ωB97M-V/def2-TZVPD.

Structure (ORCA input):
```
! RIJCOSX wB97M-V def2-TZVPD def2/J DEFGRID3
* xyz 0 7
O -0.23927 0.33852 -0.00504
C 0.83618 0.02509 -0.99636
C 0.19689 0.94587 -2.02358
H 0.80118 -1.04964 -1.20068
H 1.80989 0.33979 -0.60111
C -0.87727 1.22734 -0.96582
H -0.26034 0.38697 -2.83152
H 0.82161 1.79566 -2.33305
C -2.24170 0.64790 -1.30129
H -2.12820 -0.41917 -1.53186
H -2.67299 1.16863 -2.16773
H -2.92128 0.76045 -0.44395
C -0.92196 2.67182 -0.51276
H 0.09020 3.04378 -0.31535
H -1.53223 2.78351 0.39591
H -1.37406 3.28457 -1.30761
Tb 0.06868 0.02978 2.42299
C 0.77904 1.99470 4.06013
C 1.88737 1.10678 4.01969
C 2.44838 1.15641 2.70702
H 2.32397 0.59885 4.88280
C 1.66400 2.06301 1.92880
C 0.62177 2.57344 2.76494
H -0.10282 3.33932 2.48482
H 0.20753 2.23994 4.95772
H 3.37957 0.67679 2.39657
H 1.89937 2.40233 0.92027
C -1.74065 -0.04585 4.32042
C -2.05966 1.15761 3.62974
C -2.47526 0.82381 2.30871
H -2.05981 2.16186 4.05171
C -2.44939 -0.60276 2.18658
C -2.00921 -1.13688 3.43906
H -2.01844 -2.18182 3.71814
H -1.45451 -0.13407 5.36902
H -2.87136 1.52397 1.57663
H -2.80960 -1.18208 1.33787
O 0.48196 -0.68757 -4.08090
C -0.06920 0.18211 -5.12503
C 0.26612 -0.36537 -6.51237
H 0.35160 1.19843 -5.02495
H -1.16252 0.25528 -4.99784
C 1.30913 -1.46364 -6.24353
H 0.64879 0.40196 -7.18075
H -0.61855 -0.79239 -6.98670
C 1.18262 -1.76832 -4.74585
H 2.30382 -1.08964 -6.49180
H 1.13226 -2.33747 -6.86154
H 2.16850 -1.89601 -4.28228
H 0.59366 -2.68723 -4.61438
F -0.61062 -3.79949 3.51540
C 0.73057 -3.97819 3.39573
F 1.18436 -4.52412 4.54253
F 0.94555 -4.83105 2.37550
S 1.57109 -2.36251 3.06081
O 0.94875 -1.42789 4.03329
O 2.98429 -2.59053 3.15996
O 1.04213 -1.95257 1.72282
*
```

Properties
Highest occupied orbital energy (spin up / spin down): -7.79 / -7.87 eV
ΔE to the lowest compared entry with this formula, charge and spin: 0.0 kcal/mol
DFT total energy: -2677.363825 Ha
Gap between HOMO and LUMO (spin up / spin down): 8.18 / 8.26 eV

=====

[3]
Here is C14H13BiBrF3N2O4S as an isolated structure from the Open Molecules 2025 dataset. Energies are from ωB97M-V/def2-TZVPD.

Structure (ORCA input):
```
! RIJCOSX wB97M-V def2-TZVPD def2/J DEFGRID3
* xyz 0 1
Bi 0.46218 0.90812 -0.40063
F 4.26809 0.20277 -3.14524
C 4.17779 1.01385 -2.09597
F 3.29803 1.98429 -2.38880
F 5.36415 1.57541 -1.88138
S 3.62285 0.09856 -0.60134
O 4.56052 -0.96126 -0.42902
O 2.27224 -0.37051 -1.03813
O 3.50573 1.10855 0.42256
Br -0.24570 -3.19040 5.11591
C -0.04982 -2.07981 3.59517
C 1.20547 -1.60597 3.25235
C 1.34142 -0.78867 2.13655
C 0.23534 -0.44571 1.36239
C -1.01734 -0.93545 1.73086
C -1.16735 -1.75273 2.84396
H 2.07084 -1.87044 3.84512
H 2.33055 -0.42119 1.88785
H -1.89647 -0.68079 1.14926
H -2.14137 -2.13358 3.12103
N -2.53169 3.74398 1.23837
C -1.85307 2.57941 1.35435
N -1.31765 2.28457 2.55799
O -1.73168 1.82070 0.37589
H -2.80841 4.28337 2.03796
H -2.99710 3.90616 0.36318
H -1.28711 2.94515 3.31245
H -0.79784 1.42408 2.63803
C -2.13264 -1.74161 -3.74318
C -1.77336 -0.42343 -3.98289
C -1.06417 0.28414 -3.02055
C -0.71507 -0.31629 -1.81393
C -1.07152 -1.64204 -1.58570
C -1.77856 -2.35121 -2.54680
H -2.68277 -2.29711 -4.49206
H -2.03936 0.05045 -4.91962
H -0.78319 1.31320 -3.22668
H -0.78371 -2.13434 -0.66449
H -2.04826 -3.38419 -2.36483
*
```

Properties
Highest occupied orbital energy: -9.19 eV
DFT total energy: -4438.221313 Ha
Gap between HOMO and LUMO: 9.23 eV

=====

[4]
Here is C13H37O19P4V as an isolated structure from the Open Molecules 2025 dataset. Energies are from ωB97M-V/def2-TZVPD.

Structure (ORCA input):
```
! RIJCOSX wB97M-V def2-TZVPD def2/J DEFGRID3
* xyz 2 5
V -5.26213 -2.56569 -1.91441
O -1.82715 -1.80364 -4.53653
C -2.87544 -2.27106 -3.87386
O -3.41019 -1.69899 -2.91495
O -3.33838 -3.28765 -4.21211
H -2.14038 -2.35136 -5.26005
C -7.95624 1.55619 -0.55246
O -6.97422 1.92922 -1.55613
P -5.52158 1.17139 -1.55810
O -5.66820 -0.33483 -1.52341
O -4.90036 1.73750 -2.90875
C -5.22130 1.09291 -4.16484
O -4.83787 1.92538 -0.32808
C -4.29145 1.25927 0.85502
H -8.78936 1.12862 -1.11030
H -8.29970 2.55516 -0.28376
H -7.56691 1.03197 0.32030
H -6.30166 1.17380 -4.28476
H -4.95984 0.03474 -4.16964
H -4.76916 1.60951 -5.01148
H -4.59362 0.21639 0.75918
H -4.78477 1.71979 1.71098
H -3.21871 1.45183 0.83943
C 3.43572 2.61998 -1.11026
O 2.78532 2.67295 -2.43073
P 1.89844 1.34238 -2.77470
O 1.81916 0.92567 -4.21881
O 2.36083 0.06518 -1.85356
C 3.33356 -0.75065 -2.28283
O 0.37397 1.71895 -2.23062
C -0.78612 0.94739 -2.58402
H 2.58583 2.57442 -0.42929
H 4.00503 3.54380 -1.00755
H 4.16037 1.80669 -1.07115
H 3.12597 -1.82057 -2.26548
H 3.96619 -0.42366 -1.45764
H 3.60096 -0.58958 -3.32717
H -0.50448 0.35437 -3.45414
H -1.68087 1.45871 -2.93909
H -1.05028 0.31557 -1.73601
C -6.22917 -0.90597 -6.89621
O -6.20144 -2.25379 -6.51682
P -6.95453 -2.83543 -5.18972
O -6.38046 -2.31141 -3.86767
O -8.55149 -2.65574 -5.43252
C -9.27765 -2.81410 -6.67144
O -6.76519 -4.41897 -5.40429
C -5.70181 -5.08126 -6.17741
H -6.70762 -0.90957 -7.87559
H -5.18772 -0.69893 -7.14241
H -6.71558 -0.26871 -6.15769
H -8.81686 -3.54851 -7.33205
H -9.57806 -1.88387 -7.15365
H -10.15400 -3.31117 -6.25547
H -5.88155 -6.12259 -6.44468
H -4.75564 -4.94287 -5.65424
H -5.30367 -4.59866 -7.06998
C -2.34468 -2.93321 -12.08997
O -1.97164 -3.81352 -11.05519
P -1.20689 -3.36113 -9.68847
O -1.68195 -2.14617 -8.97330
O 0.38396 -3.29755 -10.14996
C 0.87496 -3.95505 -11.30361
O -1.20637 -4.66769 -8.74677
C -2.05947 -4.79394 -7.61045
H -2.12665 -3.22415 -13.11755
H -2.07573 -1.88108 -11.99618
H -3.43151 -2.85111 -12.07721
H 1.94406 -4.16741 -11.30661
H 0.75529 -3.43664 -12.25494
H 0.38809 -4.89199 -11.57416
H -1.54891 -4.40527 -6.72933
H -2.39958 -5.78586 -7.31295
H -2.91561 -4.12764 -7.71608
*
```

Properties
Highest occupied orbital energy (spin up / spin down): -13.94 / -13.94 eV
DFT total energy: -4256.092820 Ha
Gap between HOMO and LUMO (spin up / spin down): 7.69 / 2.67 eV